No. 1
Below is C3H3Cl2O3 as an isolated structure in a non-equilibrium geometry, with properties calculated with the ωB97M-V functional and the def2-TZVPD basis.

XYZ file:
```
11
Properties=species:S:1:pos:R:3:forces:R:3:mulliken_charge:R:1
C 1.99747 0.15081 0.05172 0.7 1.3 -0.7 0.865
C -0.13475 -0.23601 -0.78540 -1.2 -1.9 1.0 -1.011
C -0.73347 0.69076 -0.03394 0.1 0.8 -0.2 0.568
O 2.31659 0.80317 -0.88073 0.2 -0.9 1.0 -0.448
O 1.90090 -0.41138 1.06458 0.3 -0.2 0.0 -0.399
O -1.36055 0.57513 1.11966 0.9 -0.1 -1.5 -0.429
Cl -0.49579 2.39987 -0.79930 -0.8 -0.9 1.2 -0.275
Cl -2.02707 -2.19950 1.18060 0.1 -0.1 0.1 -0.758
H -0.20367 -1.30288 -0.36150 0.1 1.6 -1.1 0.204
H 0.23023 0.03592 -1.75184 0.1 -0.3 -0.2 0.455
H -1.48989 -0.50589 1.19615 -0.6 0.6 0.3 0.229
```
Positions in Å, forces in eV/Å.

Computed properties:
relative energy (zero: lowest compared OMol25 entry of this formula, charge and spin): 0.3967 eV
F_max: 2.45 eV/Å
DFT total energy: -1262.316952 Eh
charge: -1
HOMO: -5.20 eV

No. 2
Below is C35H33NO3P2PtSTe as an isolated structure in a non-equilibrium geometry, with properties calculated with the ωB97M-V functional and the def2-TZVPD basis.

XYZ file:
```
77
Properties=species:S:1:pos:R:3:forces:R:3:mulliken_charge:R:1
Pt 0.26784 -0.06285 0.37325 -1.0 1.2 -0.9 1.090
Te -1.50746 -3.31524 -2.77792 0.4 -0.6 0.7 0.406
C -1.42708 -5.37244 -2.20163 0.0 0.2 -0.2 0.157
C -2.51421 -6.22108 -2.35238 0.0 0.1 -0.1 -0.360
C -2.38589 -7.54433 -1.95352 0.0 0.0 0.0 -0.373
N -1.27093 -8.05298 -1.44034 0.0 -0.1 0.1 -0.651
C -0.23194 -7.23160 -1.30316 0.0 0.0 0.0 -0.477
C -0.25808 -5.89363 -1.66470 0.0 0.0 0.0 0.207
C -0.48311 -2.62169 -1.06264 -0.7 0.6 -0.5 -1.155
P -1.51063 -1.86591 0.17438 3.5 -0.3 0.2 1.016
C -0.60611 -2.01957 1.76929 -0.2 -0.9 0.6 0.148
C -1.26309 -1.63040 2.94799 0.1 0.0 -0.1 -1.075
C -0.65734 -1.78883 4.18224 0.0 0.1 0.0 -0.694
C 0.61143 -2.34407 4.27586 0.1 0.0 0.0 -0.642
C 1.26021 -2.76394 3.12469 0.0 0.1 0.0 -0.608
C 0.66289 -2.60740 1.88231 -0.2 -0.1 0.2 0.194
C -2.87049 -3.04650 0.49656 -0.8 0.9 -0.3 0.123
C -2.55606 -4.31239 0.97582 0.3 0.0 0.0 -0.335
C -3.55887 -5.25501 1.12170 -0.1 0.0 0.0 -0.705
C -4.87189 -4.93434 0.80018 0.0 0.0 0.0 -0.523
C -5.18775 -3.66295 0.34566 0.0 0.0 0.0 -0.694
C -4.18611 -2.71532 0.19325 0.1 0.0 0.0 -0.332
P 0.93150 -1.55666 -1.29405 -1.4 -0.4 -0.5 1.038
C 2.12678 -2.74499 -2.00618 0.3 0.3 0.3 0.324
C 2.05907 -3.07246 -3.36041 0.1 0.1 0.0 -0.450
C 2.85020 -4.09070 -3.86897 0.0 -0.1 0.0 -0.684
C 3.71486 -4.78847 -3.03744 0.0 0.0 0.0 -0.543
C 3.79497 -4.45741 -1.69294 0.0 -0.1 0.1 -0.709
C 3.00489 -3.44079 -1.17890 0.0 0.1 0.0 -0.368
C 0.69241 -0.36269 -2.66139 0.2 0.2 0.1 1.092
C 1.80160 0.13712 -3.34219 -0.2 -0.1 0.1 -0.726
C 1.64161 1.11385 -4.31222 0.0 0.0 -0.1 -0.706
C 0.37743 1.60589 -4.60205 0.1 0.0 0.0 -0.553
C -0.72503 1.13708 -3.90177 -0.1 0.0 0.0 -0.850
C -0.56878 0.16700 -2.92446 0.1 -0.1 -0.1 -0.399
H -3.44917 -5.86391 -2.76539 0.0 0.0 0.0 0.387
H -3.21904 -8.23434 -2.04327 0.0 0.1 0.0 0.376
H 0.66767 -7.67586 -0.88920 0.0 0.1 0.0 0.386
H 0.61767 -5.26887 -1.53483 0.0 0.0 0.0 0.198
H -2.26281 -1.22086 2.87137 0.0 0.0 0.1 0.715
H -1.18575 -1.49020 5.07966 0.0 0.0 0.0 0.474
H 1.08475 -2.46103 5.24194 0.0 0.0 0.0 0.391
H 2.23549 -3.22941 3.19330 0.0 0.0 0.0 0.462
H 1.14884 -2.99250 0.99863 0.0 0.0 0.0 0.155
H -1.53172 -4.56169 1.22481 0.0 0.0 0.0 0.367
H -3.31716 -6.24780 1.47855 0.0 0.0 0.0 0.439
H -5.65157 -5.67764 0.90735 0.0 0.0 0.0 0.405
H -6.21275 -3.40935 0.10758 0.0 0.0 0.0 0.418
H -4.41216 -1.71441 -0.15237 0.0 0.0 0.0 0.430
H 1.39664 -2.52722 -4.01653 0.0 0.0 0.0 0.409
H 2.78866 -4.34089 -4.92020 0.0 0.0 0.0 0.419
H 4.32706 -5.58587 -3.43785 0.0 0.0 0.0 0.403
H 4.47202 -4.99517 -1.04172 0.0 0.0 0.0 0.446
H 3.07117 -3.18052 -0.12898 0.0 0.0 0.0 0.479
H 2.78716 -0.23986 -3.09799 0.0 0.0 -0.1 0.468
H 2.50619 1.48955 -4.84435 0.0 0.0 0.0 0.418
H 0.25347 2.36255 -5.36589 0.0 0.0 0.0 0.394
H -1.71176 1.52615 -4.11924 0.0 0.0 0.0 0.453
H -1.42550 -0.17852 -2.35599 0.0 0.0 0.0 0.192
O 0.42646 3.15543 0.82649 0.1 -0.4 -0.1 -0.514
C 1.47816 2.70037 0.35963 0.1 0.5 0.2 0.022
O 1.82014 1.49530 0.14771 -0.5 -0.9 0.1 -0.668
H 2.27153 3.42761 0.09459 0.0 -0.1 0.0 0.365
O -2.71213 0.33439 1.08569 -0.4 0.1 0.1 -0.769
S -1.57238 1.32047 1.07419 -0.7 -0.7 0.8 0.686
C -1.52369 1.92882 2.78793 0.3 0.3 -0.2 -0.700
C -2.68511 2.90473 2.86824 0.0 0.1 -0.1 -0.658
C -2.53729 3.77558 1.61864 0.0 0.0 0.2 -0.489
C -2.39972 2.83018 0.43367 0.7 0.2 -0.2 -1.028
H -0.56610 2.43122 2.90753 0.0 0.0 0.1 0.443
H -1.59726 1.06646 3.44521 0.0 -0.1 -0.1 0.246
H -2.64552 3.49785 3.78189 0.0 0.0 0.0 0.430
H -3.62715 2.35210 2.84979 0.0 0.1 0.0 0.245
H -1.62319 4.36335 1.70656 0.0 0.0 0.0 0.256
H -3.37947 4.45405 1.47768 0.0 0.0 0.0 0.405
H -1.81588 3.25424 -0.37787 0.0 0.0 0.0 0.312
H -3.35480 2.44843 0.07870 0.1 -0.2 0.0 0.548
```
Positions in Å, forces in eV/Å.

Computed properties:
relative energy (zero: lowest compared OMol25 entry of this formula, charge and spin): 3.5811 eV
F_max: 3.51 eV/Å
DFT total energy: -3102.133916 Eh
HOMO (spin up / spin down): -6.83 / -6.83 eV

Question: Which value of DFT total energy does entry 1 give?
Answer: -1262.316952 Eh